{
  "formula": "FH3OP2",
  "method": "wB97M-V/def2-TZVPD",
  "relative_energy_kj_mol": 226.0,
  "multiplicity": 1,
  "species": ["P", "P", "F", "O", "H", "H", "H"],
  "coordinates": [[0.491, 1.184, -0.352], [-1.133, 1.285, 0.658], [1.496, 1.608, 0.909], [-0.068, -1.585, -0.326], [0.389, -1.123, 0.358], [-1.886, 1.099, -0.631], [0.711, -2.468, -0.617]]
}